DFT (ωB97M-V with the def2-TZVPD basis set) results for a single C11H20F3IN6O molecule.

Properties
maximum force: 16.9 eV/A
orbital gap: 2.6251 eV
total charge: 0
spin multiplicity: 1
calculated total energy: -38950.7859 eV

XYZ file:
```
42
Properties=species:S:1:pos:R:3:forces:R:3:mulliken_charge:R:1
N 2.2428 -1.1898 2.6805 -1.6 0.4 -1.0 -0.625
C 1.7870 -1.7138 1.3018 1.4 -0.9 0.8 -0.494
C 0.2149 -1.5313 0.9860 0.7 -2.5 2.3 -0.524
N -0.1865 -0.6216 -0.1634 -2.7 0.8 0.9 1.455
C -1.5442 -1.2348 -0.5945 -2.5 -1.9 -1.8 -1.172
O -2.4841 -1.3605 0.5358 0.9 -1.6 -0.6 -0.250
C -3.2635 -2.6102 0.4706 0.9 -0.4 2.2 0.335
F -3.9137 -2.8272 -0.8750 9.3 -5.3 -3.4 -0.008
F -4.4113 -2.6121 1.4499 7.5 -2.7 4.7 -0.092
F -2.4709 -3.8407 0.7525 -1.9 3.5 -0.5 -0.218
C 0.6609 -0.7042 -1.3939 1.2 -1.3 -2.9 -0.996
C 1.7154 0.4595 -1.7358 2.0 2.2 -1.9 0.718
N 2.7324 -0.1792 -2.7143 -1.8 0.3 0.0 -0.758
N 1.1537 1.6408 -2.5574 0.0 -0.7 0.9 -0.618
N 2.5474 1.0552 -0.6506 -0.8 -0.5 0.7 -0.514
C -0.5284 0.8159 0.2918 -1.1 5.9 2.2 0.107
C -0.0806 1.4672 1.7273 -0.6 1.1 -0.2 -0.356
C -0.3977 2.9921 2.2582 -2.0 -1.9 -5.6 -0.490
C -1.2672 3.8732 1.1307 1.8 -4.5 0.1 -0.380
C -1.6067 3.0527 -0.2414 0.9 -0.1 1.7 -0.182
N -1.2734 1.6766 -0.6689 1.4 1.5 4.5 -0.345
H 2.6825 -0.2476 2.5935 -0.8 -1.0 0.2 0.310
H 1.4054 -1.1569 3.3370 1.7 0.1 -1.1 0.303
H 2.0187 -2.8850 1.3635 -0.8 2.6 -0.4 0.261
H 2.5550 -1.2912 0.5353 -1.7 -0.7 1.1 0.415
H -0.2061 -2.6250 0.7463 0.9 2.6 0.2 0.239
H -0.3281 -1.2634 2.0158 1.0 -0.1 -2.7 0.488
H -2.0607 -0.6553 -1.4672 1.2 -0.4 2.0 0.407
H -1.4019 -2.3401 -1.0273 0.3 2.3 0.9 0.564
H -0.0719 -0.7836 -2.3355 1.6 0.5 2.2 0.360
H 1.2510 -1.7431 -1.4207 -1.3 2.4 0.5 0.265
H 3.4837 0.5423 -2.8504 -1.1 -1.0 0.1 0.342
H 2.1884 -0.3242 -3.6177 1.2 0.3 1.3 0.327
H 0.9421 2.4540 -1.9387 0.2 -1.0 -0.9 0.228
H 1.8019 1.8859 -3.3382 -0.8 -0.2 1.3 0.284
H 2.2411 0.8488 0.3181 0.2 0.4 -1.1 0.086
H 2.7427 2.0757 -0.7696 -0.6 -1.5 0.1 0.287
H 0.5178 0.7825 2.4986 -1.5 1.6 -2.0 -0.008
H -0.0726 3.4246 3.2957 -0.6 -1.2 -2.3 0.332
H -1.5694 4.9997 1.3476 0.6 -2.8 -0.8 0.309
H -2.2345 3.6911 -1.0359 1.6 -1.9 1.8 0.272
I -5.5113 -1.9971 -0.2399 -14.7 7.6 -3.6 -0.662
```
Forces are in eV/Å.

=====

DFT (ωB97M-V with the def2-TZVPD basis set) results for a 2-piece molecular cluster, C11H20FINO5S overall.

Properties
maximum force: 3.2 eV/A
orbital gap: 5.1106 eV
total charge: -1
spin multiplicity: 1
calculated total energy: -45111.7221 eV

XYZ file:
```
40
Properties=species:S:1:pos:R:3:forces:R:3:mulliken_charge:R:1
C 1.3962 2.5145 -0.0293 0.3 -0.1 -0.3 -1.681
C 0.6972 1.2302 -0.4824 0.1 0.8 0.5 0.754
C -0.2919 0.5690 0.4815 1.6 -2.1 -1.8 -1.695
I -1.2808 2.2356 1.9047 -0.7 1.0 0.9 -0.413
C -1.2336 -0.2679 -0.1240 -1.3 1.3 0.7 0.248
C -2.0845 0.4677 -1.1808 0.2 -0.7 -0.5 -0.627
C -3.6168 0.3080 -1.1806 -0.1 0.0 -0.2 -0.552
C -4.3650 1.3745 -0.4201 0.0 0.2 0.1 0.230
N -5.2000 0.9819 0.6804 -0.4 0.4 0.2 -0.672
O -4.3238 2.5232 -0.7646 0.0 0.0 0.0 -0.488
C -2.0374 -1.0762 0.8519 0.3 -0.6 -0.1 1.285
C -2.4805 -2.4369 0.3386 0.1 0.0 0.2 -1.635
F -1.2579 -1.3697 1.9997 -0.1 -0.1 0.0 -0.396
H 0.8484 3.4052 -0.3182 -0.2 0.1 0.2 0.427
H 2.3722 2.5793 -0.5164 0.1 0.0 -0.1 0.383
H 1.5730 2.5262 1.0403 -0.1 0.1 0.2 0.363
H 1.4894 0.5040 -0.6001 0.0 -0.5 -0.2 -0.057
H 0.2743 1.3966 -1.4681 -0.2 -0.1 -0.1 0.286
H 0.2696 0.0209 1.2267 -0.1 0.4 0.6 0.639
H -1.7512 0.1399 -2.1677 0.0 0.1 -0.2 0.207
H -1.9090 1.5430 -1.1557 0.2 0.1 0.2 0.500
H -3.9716 0.4528 -2.2020 0.1 -0.1 -0.2 0.415
H -3.9335 -0.6797 -0.8750 -0.1 -0.2 0.1 0.178
H -5.8284 0.2455 0.3917 0.1 -0.3 0.0 0.286
H -4.6304 0.6413 1.4440 0.1 0.0 0.1 0.345
H -2.8899 -0.5145 1.2566 0.0 0.1 0.0 -0.448
H -3.2069 -2.9090 1.0007 -0.1 0.0 0.1 0.338
H -2.8844 -2.3791 -0.6645 -0.1 0.0 -0.2 0.315
H -1.5919 -3.0623 0.3112 0.1 -0.1 -0.1 0.462
C 5.4424 -1.6223 0.7367 0.1 0.1 0.1 -0.327
C 4.0088 -1.1949 0.9822 -0.1 -0.2 0.0 -0.356
O 3.8478 -0.0658 0.1162 0.2 0.2 0.0 -0.186
S 4.6901 -0.2598 -1.2180 0.0 -0.1 0.3 1.108
O 3.8713 -0.7836 -2.2460 0.0 0.0 -0.2 -0.541
O 5.4768 0.8998 -1.4253 0.0 0.2 -0.1 -0.567
O 5.6222 -1.4478 -0.6764 -0.1 -0.1 0.0 -0.322
H 6.1512 -0.9812 1.2641 0.0 0.0 0.0 0.286
H 5.6244 -2.6632 0.9878 0.0 0.0 -0.1 0.295
H 3.8226 -0.8788 2.0037 0.0 0.1 0.0 0.320
H 3.2913 -1.9660 0.6969 0.0 0.0 0.0 0.292
```
Forces are in eV/Å.

=====

DFT (ωB97M-V with the def2-TZVPD basis set) results for a single C11H20IP molecule.

Properties
maximum force: 5.8 eV/A
orbital gap: 8.0775 eV
total charge: 0
spin multiplicity: 1
calculated total energy: -29117.9043 eV

XYZ file:
```
33
Properties=species:S:1:pos:R:3:forces:R:3:mulliken_charge:R:1
C -0.3542 2.2788 1.2463 0.9 0.8 -1.1 -1.087
P 0.0499 0.9293 0.2794 -0.2 1.5 0.7 -0.082
I 1.9184 1.0273 -1.4073 0.2 0.0 -0.2 -0.136
C -1.4129 0.3798 -0.7416 1.9 0.2 0.3 0.186
C -1.1210 -0.7439 -1.7852 -1.7 0.6 0.8 -0.367
C -1.4695 -0.0470 -3.1777 0.9 -0.8 0.9 -0.494
C -2.3291 1.1707 -2.8725 -4.1 -0.9 0.6 -0.697
C -2.0614 1.5991 -1.4193 2.4 1.3 -0.3 -0.979
C 0.6381 -0.3305 1.4731 0.8 0.5 -0.6 0.274
C 1.8765 0.0859 2.3352 1.3 2.3 -1.0 -0.593
C 2.7644 -1.1704 2.3797 -1.2 -0.5 -2.0 -0.759
C 1.8447 -2.3404 1.9729 0.2 0.5 -2.8 -1.064
C 0.8480 -1.7542 0.9399 4.4 3.9 0.0 -0.726
H 0.5442 2.5214 1.9251 -1.7 -0.1 -0.9 0.262
H -0.8645 3.1581 0.6902 1.1 -1.5 1.2 0.268
H -1.9202 0.0780 0.1513 -1.3 -0.6 0.2 0.609
H -1.7328 -1.7115 -1.5442 0.7 1.9 -0.7 0.276
H -0.1192 -1.0243 -1.5943 1.2 -0.5 -0.7 0.099
H -1.9134 -0.9261 -3.6706 0.0 1.1 -0.9 0.304
H -0.6342 0.4821 -3.7400 -0.3 -1.8 0.7 0.181
H -2.2038 1.8744 -3.7015 0.1 0.4 0.8 0.469
H -3.4613 1.0119 -2.7942 1.2 -0.5 -0.9 0.179
H -1.3707 2.4769 -1.6051 -0.2 -0.9 1.1 0.244
H -2.7972 1.9375 -0.6855 -0.7 0.2 -1.1 0.422
H -0.2283 -0.3357 2.0348 -1.8 -0.1 1.8 0.367
H 1.7819 0.3937 3.4077 -1.1 -0.2 -1.0 0.274
H 2.4153 1.0773 1.8691 -1.0 -2.6 0.8 0.218
H 3.1788 -1.1563 3.3375 1.0 -0.8 1.4 0.460
H 3.4892 -1.2135 1.6047 1.2 0.7 -0.4 0.269
H 2.1350 -3.2756 1.4786 1.4 0.3 0.4 0.449
H 1.2726 -2.6705 2.7360 -1.9 -0.9 2.9 0.420
H 1.2543 -1.5423 -0.0813 0.0 -1.3 0.7 0.296
H -0.0174 -2.2401 0.9587 -3.6 -2.3 -0.4 0.457
```
Forces are in eV/Å.

=====

DFT (ωB97M-V with the def2-TZVPD basis set) results for C11H20MgN3S as an isolated structure.

Properties
maximum force: 0.4 eV/A
orbital gap: 7.4909 eV
total charge: +1
spin multiplicity: 1
calculated total energy: -32477.9821 eV

XYZ file:
```
36
Properties=species:S:1:pos:R:3:forces:R:3:mulliken_charge:R:1
Mg 0.5316 0.1483 -0.2475 0.2 -0.1 0.2 0.970
C -0.2421 -0.4520 1.8337 0.0 0.0 0.0 0.726
C -0.9581 -1.1767 0.8444 -0.3 0.1 -0.2 0.410
C -1.6444 -0.2292 0.0195 0.0 -0.1 0.1 0.624
C -1.3482 1.0790 0.5021 0.0 -0.1 0.2 0.105
C -0.4741 0.9330 1.6295 -0.1 0.2 -0.3 0.531
C 0.0492 2.0319 2.5048 0.1 0.1 0.2 -1.562
C -1.9916 2.3403 0.0072 -0.1 0.1 -0.1 -1.672
C -2.6250 -0.5533 -1.0675 -0.1 0.0 -0.2 -1.401
C -1.1065 -2.6662 0.7424 0.0 -0.2 0.0 -1.801
C 0.5491 -1.0119 2.9747 0.1 -0.1 0.2 -1.467
H -0.3066 1.9148 3.5310 0.0 0.0 0.0 0.340
H -0.2809 3.0122 2.1650 0.0 0.0 0.0 0.406
H 1.1407 2.0584 2.5591 0.0 0.0 0.0 0.287
H -3.0330 2.3995 0.3323 0.0 0.0 0.0 0.324
H -2.0070 2.4107 -1.0838 0.0 0.0 0.0 0.311
H -1.4901 3.2330 0.3782 0.0 0.0 0.0 0.431
H -3.6554 -0.3945 -0.7396 0.0 0.0 0.0 0.337
H -2.5549 -1.5964 -1.3799 0.0 0.0 0.0 0.388
H -2.5003 0.0664 -1.9621 0.0 0.0 0.0 0.317
H -2.1008 -2.9847 1.0637 0.0 0.0 0.0 0.315
H -0.3846 -3.1861 1.3701 0.0 0.0 0.0 0.437
H -0.9726 -3.0441 -0.2744 0.0 0.1 0.0 0.341
H 0.1293 -0.6845 3.9284 0.0 0.0 0.0 0.330
H 1.5962 -0.6967 2.9746 0.0 0.0 0.0 0.271
H 0.5415 -2.1005 2.9801 0.0 0.0 0.0 0.417
N 0.7094 0.0152 -2.4403 0.0 0.0 -0.2 -0.564
N 2.0257 -0.0517 -2.9173 0.0 0.1 0.0 -0.302
C 3.0802 -0.0780 -2.0710 -0.1 -0.1 0.2 0.811
N 4.2818 -0.1726 -2.6270 0.0 0.0 -0.1 -0.404
S 2.9330 -0.0341 -0.3830 0.2 0.1 -0.1 -0.550
H 0.2001 -0.8225 -2.7213 0.0 0.0 0.0 0.325
H 0.2406 0.8182 -2.8569 0.0 0.0 0.0 0.329
H 2.1551 -0.0841 -3.9184 0.1 0.0 0.0 0.210
H 4.4225 -0.2286 -3.6229 0.0 0.0 0.0 0.205
H 5.0903 -0.2124 -2.0281 0.0 0.0 0.0 0.225
```
Forces are in eV/Å.

=====

DFT (ωB97M-V with the def2-TZVPD basis set) results for a 5-piece molecular cluster, C11H20N2O14S3 overall.

Properties
maximum force: 5.0 eV/A
orbital gap: 8.5881 eV
total charge: 0
spin multiplicity: 1
calculated total energy: -75874.0740 eV

XYZ file:
```
50
Properties=species:S:1:pos:R:3:forces:R:3:mulliken_charge:R:1
C -1.4528 -4.6372 0.9043 -0.8 -0.1 0.2 -0.820
N -0.6179 -4.7232 -0.3499 0.7 2.5 -0.1 0.796
O -0.9160 -4.0111 -1.3139 -0.6 -1.0 0.9 -0.395
O 0.4422 -5.2949 -0.2630 -0.3 -0.7 0.1 -0.511
H -1.9313 -3.6747 1.0854 0.6 0.4 -0.7 0.271
H -0.8170 -4.8431 1.7654 -0.1 -0.4 -0.4 0.330
H -2.3243 -5.2824 0.7936 0.4 -0.5 0.1 0.331
O 5.0141 2.5784 -0.0312 -2.8 -1.6 3.8 -0.562
S 4.0917 2.2775 1.1094 1.6 0.7 -0.4 0.966
O 2.9137 3.1146 1.2851 1.1 -1.5 -0.6 -0.417
O 3.7239 0.6735 1.2575 0.3 1.3 -2.1 -0.305
C 3.3928 0.3232 2.5839 0.4 -0.6 0.2 -0.214
C 4.1641 1.3464 3.4423 -1.3 0.8 0.5 -0.186
O 4.8686 2.2543 2.5571 -0.2 -0.3 -1.1 -0.345
H 2.3108 0.2320 2.6785 -0.1 0.9 0.3 0.167
H 3.7190 -0.6974 2.7839 0.5 0.0 -0.4 0.318
H 4.8442 0.9049 4.1708 0.2 0.1 -0.4 0.310
H 3.4125 1.9412 3.9613 0.2 0.1 0.3 0.220
O -1.5374 4.8279 3.3984 3.2 -0.7 -1.2 -0.555
S -0.2600 4.3824 2.8027 -1.3 -0.8 -0.7 1.133
O 0.8701 3.9730 3.6385 -2.5 0.9 -2.0 -0.487
O -0.6448 3.2162 1.6712 0.7 -1.8 2.8 -0.300
C -1.2411 3.7439 0.5130 0.3 2.0 1.4 -0.282
C -0.2851 4.9389 0.3180 -0.2 0.0 -1.5 -0.307
O 0.2093 5.3243 1.5723 0.4 0.5 3.0 -0.294
H -1.2995 2.9584 -0.2405 0.1 0.4 0.0 0.286
H -2.1858 4.1826 0.8343 -0.6 -0.5 -0.5 0.292
H -0.7867 5.8490 -0.0109 0.1 -0.3 -0.8 0.303
H 0.6014 4.6229 -0.2318 -0.2 0.3 -0.5 0.236
O -3.5450 -3.4898 -6.3181 1.3 0.5 2.2 -0.526
S -2.8923 -3.4485 -5.0225 -0.1 0.5 1.5 1.081
O -2.0285 -4.5334 -4.5848 -1.0 1.9 -0.9 -0.490
O -2.1998 -1.9337 -4.6445 -1.1 -2.0 -1.7 -0.402
C -2.4494 -1.6343 -3.2741 2.1 -0.3 0.5 0.056
C -3.6259 -2.4406 -2.7500 -0.3 1.5 -0.3 -0.087
O -4.0388 -3.2170 -3.8722 -0.2 -1.0 -0.2 -0.382
H -1.5810 -2.0252 -2.7438 0.2 0.3 0.1 0.009
H -2.4241 -0.5495 -3.1704 -0.6 -0.1 -0.1 0.338
H -4.4467 -1.7980 -2.4313 -0.3 -0.1 -0.6 0.316
H -3.3045 -2.8980 -1.8143 0.0 -1.2 -0.5 0.103
C -0.4438 -1.0408 -0.0894 -0.2 -0.8 -0.1 0.229
C 0.6940 -1.1490 -0.9489 -0.4 0.3 0.2 -0.324
C 1.3677 0.0251 -0.8237 0.4 0.2 0.8 -0.932
N 0.7613 0.7929 0.1678 0.1 -0.4 -0.9 0.546
C -0.3745 0.1349 0.6003 0.5 0.3 -0.1 -1.608
H -1.2270 -1.7817 -0.0252 0.0 0.1 0.1 0.544
H 1.0421 -1.9920 -1.5274 -0.4 0.1 -0.2 0.539
H 2.2836 0.3002 -1.3257 0.0 0.3 0.3 0.420
H 1.1900 1.6120 0.5743 -0.3 0.1 0.0 0.057
H -1.0361 0.5649 1.3376 0.1 0.0 -0.1 0.538
```
Forces are in eV/Å.

=====

DFT (ωB97M-V with the def2-TZVPD basis set) results for C11H20N2O3Os as an isolated structure.

Properties
maximum force: 0.8 eV/A
orbital gap (alpha / beta): 6.6861 / 6.5655 eV
total charge: +4
spin multiplicity: 1
calculated total energy: -23271.0160 eV

XYZ file:
```
37
Properties=species:S:1:pos:R:3:forces:R:3:mulliken_charge:R:1
Os -0.4446 0.4718 -0.0144 0.0 0.7 0.1 1.346
C -3.5794 1.0009 -0.0932 0.1 0.2 0.1 -0.665
O -2.3076 0.6518 0.6645 0.3 -0.7 -0.3 -0.214
C -2.5274 0.0911 2.0432 -0.2 0.2 0.1 -0.242
C -1.5401 -1.0224 2.2156 0.2 -0.1 -0.1 -0.561
O -0.2149 -0.5310 1.7180 0.2 0.1 0.1 -0.348
C 0.6064 0.2607 2.7096 -0.1 0.0 -0.1 -0.325
C 1.5867 1.0372 1.8700 0.0 0.0 -0.1 -0.427
O 0.7952 1.7291 0.7903 -0.2 -0.3 0.4 -0.444
C 0.5208 3.2277 0.9548 0.2 -0.1 -0.1 -0.550
H -4.1119 1.7224 0.5230 0.0 0.0 0.0 0.325
H -4.1206 0.0685 -0.2292 0.0 0.0 0.0 0.360
H -3.2524 1.4369 -1.0338 0.0 0.0 0.0 0.332
H -3.5585 -0.2557 2.1222 0.0 -0.1 -0.1 0.522
H -2.3817 0.9347 2.7178 0.0 0.0 0.0 0.296
H -1.7574 -1.8903 1.5921 0.0 0.0 0.0 0.301
H -1.4152 -1.3444 3.2507 0.0 0.1 0.0 0.441
H 1.1057 -0.4623 3.3562 0.0 0.0 0.0 0.435
H -0.0735 0.8838 3.2910 0.0 0.1 0.0 0.367
H 2.2749 0.3851 1.3328 0.0 0.1 0.0 0.253
H 2.1555 1.7903 2.4159 -0.1 0.0 0.1 0.523
H 1.4606 3.7199 0.7159 0.0 0.0 0.0 0.325
H 0.2075 3.3692 1.9861 0.0 0.0 0.0 0.359
H -0.2624 3.4703 0.2407 0.0 0.0 0.0 0.320
N 2.5434 -2.6211 -4.1608 0.0 0.0 0.0 -0.241
C 1.9337 -1.9692 -3.2305 0.0 0.0 0.0 1.112
C 1.4769 -0.6006 -3.4414 0.0 0.0 0.0 -0.689
C 0.8675 0.0547 -2.4491 -0.1 0.0 0.1 -0.347
N 0.6447 -0.5175 -1.1685 -0.3 -0.3 -0.2 -0.139
C 1.0671 -1.8563 -0.9687 0.0 0.1 0.1 -0.411
C 1.6756 -2.5656 -1.9257 0.0 0.0 0.0 -0.612
H 2.7314 -2.2174 -5.0797 0.0 0.0 0.0 0.291
H 2.8664 -3.5814 -4.0348 0.0 0.0 0.0 0.292
H 1.6410 -0.1079 -4.3938 0.0 0.0 0.0 0.438
H 0.5385 1.0857 -2.5756 0.0 0.0 0.0 0.562
H 0.8674 -2.2620 0.0137 0.0 0.0 0.0 0.593
H 1.9804 -3.5871 -1.7248 0.0 0.0 0.0 0.421
```
Forces are in eV/Å.